Computed, not measured: the molecule C3H7NO2, with ωB97M-V/def2-TZVPD.

Results
- SMILES: CCOC(N)=O
- HOMO level: -0.3812 Ha
- E: -323.7747 a.u.
- LUMO level: 0.95 eV
- Relative energy (zero: lowest compared OMol25 entry of this formula, charge and spin): 3.9 kcal per mole

Bonds (Å) are listed after each position.
CARTESIAN COORDINATES (ANGSTROEM)
1 C -1.673 0.263 0.041  C2 1.516, H7 1.096, H8 1.097, H9 1.092
2 C -0.859 -0.389 -1.060  C1 1.516, O3 1.433, H10 1.093, H11 1.091
3 O 0.468 0.148 -1.030  C2 1.433, C4 1.351
4 C 1.258 -0.358 -0.058  O3 1.351, N5 1.359, O6 1.214
5 N 2.322 0.461 0.155  C4 1.359, H12 1.004, H13 1.005
6 O 1.053 -1.403 0.525  C4 1.214
7 H -1.721 1.347 -0.112  C1 1.096
8 H -1.206 0.036 1.007  C1 1.097
9 H -2.693 -0.127 0.065  C1 1.092
10 H -0.819 -1.477 -0.955  C2 1.093
11 H -1.231 -0.146 -2.056  C2 1.091
12 H 2.965 0.216 0.887  N5 1.004
13 H 2.335 1.389 -0.230  N5 1.005



Computed, not measured: a 2-piece molecular cluster, C5H9FIN overall in a non-equilibrium geometry, with ωB97M-V/def2-TZVPD.

Results
- HOMO level (spin up / spin down): -0.3158 / -0.3158 Ha
- E: -648.1151 a.u.
- LUMO level (spin up / spin down): -2.75 / -2.75 eV
- Relative energy (zero: lowest compared OMol25 entry of this formula, charge and spin): 50.5 kcal per mole

Bonds (Å) are listed after each position.
CARTESIAN COORDINATES (ANGSTROEM)
1 C 0.961 -0.783 -0.442  C2 1.426, C5 1.456, N6 1.306
2 C 2.172 -1.386 0.007  C1 1.426, H9 1.109, H10 1.148, H11 1.135
3 C -1.660 0.708 0.924  C4 1.566, H12 1.127, H13 1.100, H14 1.176
4 C -0.753 1.158 -0.271  C3 1.566, C5 1.495, H15 1.174, H16 1.101
5 C 0.639 0.618 -0.205  C1 1.456, C4 1.495, F7 1.348
6 N 0.109 -1.565 -1.047  C1 1.306, H17 1.084
7 F 1.414 1.259 0.693  C5 1.348
8 I 1.983 1.568 -3.043  no bonds
9 H 2.089 -2.490 -0.046  C2 1.109
10 H 2.951 -0.779 -0.580  C2 1.148
11 H 2.394 -1.000 1.052  C2 1.135
12 H -1.265 0.895 1.962  C3 1.127
13 H -2.645 1.194 0.868  C3 1.100
14 H -1.639 -0.466 0.973  C3 1.176
15 H -1.073 0.693 -1.301  C4 1.174
16 H -0.717 2.258 -0.281  C4 1.101
17 H -0.543 -0.978 -1.684  N6 1.084



Computed, not measured: a 2-piece molecular cluster, C3H3NO overall in a non-equilibrium geometry, with ωB97M-V/def2-TZVPD.

Results
- SMILES: C=C=O.C#N
- HOMO level: -0.3546 Ha
- E: -246.0441 a.u.
- LUMO level: 0.71 eV
- Relative energy (zero: lowest compared OMol25 entry of this formula, charge and spin): 29.8 kcal per mole

Bonds (Å) are listed after each position.
CARTESIAN COORDINATES (ANGSTROEM)
1 C -0.523 -1.138 -0.015  C2 1.310, H4 1.083, H5 1.082
2 C -1.413 -0.184 0.106  C1 1.310, O3 1.169
3 O -2.175 0.696 0.217  C2 1.169
4 H -0.099 -1.363 -0.986  C1 1.083
5 H -0.151 -1.628 0.874  C1 1.082
6 C 1.430 1.217 -0.074  N7 1.154, H8 1.071
7 N 2.429 0.704 0.190  C6 1.154
8 H 0.502 1.696 -0.312  C6 1.071